Computed, not measured: the molecule C2H5N3OS in a non-equilibrium geometry, with the ωB97M-V functional and the def2-TZVPD basis.

XYZ file:
```
12
Properties=species:S:1:pos:R:3:lowdin_charge:R:1
H -1.42372 1.96698 1.39763 0.114
N -0.52030 1.47620 0.88768 0.082
C -0.61996 0.12949 0.91670 -0.527
N -1.37450 -0.88257 1.45252 0.159
O 0.35780 -0.49344 0.23404 -0.048
N 1.18373 0.23371 -0.54687 -0.050
C 1.46247 -0.26358 -1.73368 -0.697
S 1.26597 -1.79245 -2.40053 0.553
H -2.10686 -0.29015 1.66858 0.061
H -1.53512 -1.69789 0.77669 0.167
H 1.03072 1.17773 -0.51407 0.084
H 2.27977 0.43596 -2.13869 0.103
```

## Properties
Energy relative to the best compared isomer or geometry (same formula, charge and spin), kcal/mol: 95.94
E_tot, eV: -19504.79003
Gap between HOMO and LUMO, eV: 9.01
SMILES string: [H]/N=C(\N)ONC=S